The following is a quantum chemistry calculation of a cluster of 2 separate species, C4H14N2O2 in total, from the Open Molecules 2025 dataset.

Calculated values
HOMO energy = -8.9 eV
SMILES = CC[N@+](C)(N)[O-].CO
Spin multiplicity = 1
Calculated total energy = -11446.9571 eV

Geometry as XYZ:
```
22
C4H14N2O2, DFT wB97M-V/def2-TZVPD
C 2.190 -1.286 0.450
C 1.267 -0.140 0.825
N 0.634 0.541 -0.335
C -0.253 -0.468 -1.190
N 1.686 0.996 -1.203
O -0.116 1.560 0.096
H 1.635 -2.133 0.063
H 2.720 -1.613 1.343
H 2.919 -0.968 -0.289
H 0.443 -0.477 1.455
H 1.810 0.636 1.368
H -0.876 -1.111 -0.578
H -0.818 0.144 -1.888
H 0.478 -1.087 -1.698
H 1.244 1.492 -1.975
H 2.230 1.690 -0.692
C -3.223 0.278 0.680
O -1.898 0.088 1.072
H -3.684 1.090 1.244
H -3.337 0.506 -0.388
H -3.792 -0.629 0.893
H -1.258 0.890 0.746
```

=====

The following is a quantum chemistry calculation of a cluster of 3 separate species, C4H14N2O2 in total, from the Open Molecules 2025 dataset.

Calculated values
HOMO energy = -8.6 eV
Spin multiplicity = 1
Calculated total energy = -11443.4777 eV

Geometry as XYZ:
```
22
C4H14N2O2, DFT wB97M-V/def2-TZVPD
C 0.157 -0.288 -1.295
C -0.851 0.778 -0.870
C -0.359 2.231 -0.814
N 0.783 2.474 0.094
N -0.271 -1.649 -1.154
C -0.205 -2.219 0.282
O -0.802 -1.375 1.115
H 1.170 -0.414 -0.658
H 0.432 -0.289 -2.333
H -1.182 0.362 0.106
H -1.632 0.817 -1.653
H -1.193 2.805 -0.433
H -0.158 2.639 -1.805
H 1.218 1.681 0.555
H 0.504 3.068 0.864
H -1.243 -1.775 -1.412
H 0.934 -2.159 0.364
H -0.757 -3.181 0.181
H 2.053 -0.392 -0.463
H 1.452 -0.559 2.750
H 0.336 -0.557 1.658
O 1.092 0.017 2.070
```

=====

The following is a quantum chemistry calculation of a cluster of 3 separate species, C4H14N2O2 in total, from the Open Molecules 2025 dataset.

Calculated values
HOMO energy = -8.1 eV
SMILES = CC/C(N)=C/N.O.O
Spin multiplicity = 1
Calculated total energy = -11448.4070 eV

Geometry as XYZ:
```
22
C4H14N2O2, DFT wB97M-V/def2-TZVPD
C 0.131 1.459 -2.405
C 0.671 0.288 -1.578
C 0.382 0.393 -0.111
N -0.861 1.013 0.236
C 1.428 0.278 0.815
N 0.803 -0.020 2.148
H 0.369 1.176 -3.394
H 0.690 2.341 -2.024
H -0.977 1.676 -2.325
H 1.765 0.192 -1.959
H 0.272 -0.696 -1.949
H -1.660 0.840 -0.380
H -1.017 0.801 1.208
H 2.418 -0.075 0.797
H 1.466 -0.717 2.576
H 0.677 0.878 2.670
O -0.374 -2.417 -0.544
H -0.532 -2.843 0.300
H -0.291 -1.520 -0.242
O -1.986 -1.012 1.728
H -1.017 -0.670 1.872
H -2.357 -1.364 2.563
```

=====

The following is a quantum chemistry calculation of a cluster of 3 separate species, C4H14N2O4 in total, from the Open Molecules 2025 dataset.

Calculated values
HOMO energy = -9.5 eV
SMILES = NC(=O)C[C@H](N)CO.O.O
Spin multiplicity = 1
Calculated total energy = -15545.9691 eV

Geometry as XYZ:
```
24
C4H14N2O4, DFT wB97M-V/def2-TZVPD
N 0.192 1.075 2.288
C 0.053 -0.268 2.157
O 0.724 -1.051 2.801
C -0.999 -0.714 1.163
C -0.918 0.052 -0.156
N -1.509 1.389 -0.047
C -1.489 -0.750 -1.321
O -1.229 -0.094 -2.549
H -0.141 1.739 1.593
H 0.802 1.366 3.033
H -0.814 -1.760 0.910
H -1.944 -0.607 1.683
H 0.125 0.275 -0.373
H -1.406 1.861 -0.935
H -2.489 1.362 0.218
H -1.079 -1.764 -1.282
H -2.571 -0.810 -1.239
H -0.292 -0.253 -2.774
O 1.797 -0.469 -3.064
H 2.064 0.349 -3.509
H 1.651 -0.173 -2.148
O 2.414 0.393 0.109
H 3.053 1.068 -0.141
H 2.242 0.553 1.045
```

=====

The following is a quantum chemistry calculation of a cluster of 2 separate species, C4H14N2OS in total, from the Open Molecules 2025 dataset.

Calculated values
HOMO energy = -8.4 eV
SMILES = C[C@H](CS)NCN.O
Spin multiplicity = 1
Calculated total energy = -20235.9346 eV

Geometry as XYZ:
```
22
C4H14N2OS, DFT wB97M-V/def2-TZVPD
C -0.362 -1.473 2.106
C 0.116 -0.458 1.058
C 0.179 0.955 1.749
S 1.411 0.986 3.198
N -0.739 -0.190 -0.118
C -0.600 -1.182 -1.214
N -0.210 -0.285 -2.350
H -1.197 -2.017 1.682
H 0.373 -2.232 2.417
H -0.747 -1.101 3.060
H 1.200 -0.632 0.691
H 0.362 1.799 0.982
H -0.759 1.295 2.363
H 1.093 -0.160 3.929
H -1.649 0.228 -0.154
H 0.169 -1.924 -1.147
H -1.540 -1.761 -1.296
H -0.930 0.408 -2.627
H 0.566 0.163 -2.117
O 0.877 2.802 -3.889
H 1.731 2.880 -4.365
H 0.655 1.899 -3.959
```

=====

The following is a quantum chemistry calculation of a cluster of 2 separate species, C4H14N2OS in total, from the Open Molecules 2025 dataset.

Calculated values
HOMO energy = -8.7 eV
SMILES = NCCNCCS.O
Spin multiplicity = 1
Calculated total energy = -20236.0914 eV

Geometry as XYZ:
```
22
C4H14N2OS, DFT wB97M-V/def2-TZVPD
N -2.392 -0.067 0.626
C -1.921 -0.949 -0.413
C -1.085 -0.341 -1.587
N -0.060 0.701 -1.431
C 1.287 0.254 -1.027
C 1.560 0.195 0.487
S 1.327 -1.616 1.033
H -1.688 0.490 1.149
H -3.106 0.567 0.227
H -1.323 -1.765 0.030
H -2.800 -1.502 -0.845
H -0.685 -1.239 -2.126
H -1.889 0.007 -2.340
H -0.500 1.412 -0.728
H 1.549 -0.681 -1.537
H 2.024 1.030 -1.390
H 0.890 0.632 1.110
H 2.549 0.464 0.731
H 2.595 -1.697 1.545
O 0.004 2.856 0.949
H -0.121 3.693 0.532
H -0.646 2.210 0.398
```

=====

The following is a quantum chemistry calculation of a cluster of 2 separate species, C4H14N2S in total, from the Open Molecules 2025 dataset.

Calculated values
HOMO energy = -8.2 eV
SMILES = NCCN.CCS
Spin multiplicity = 1
Calculated total energy = -18190.0628 eV

Geometry as XYZ:
```
21
C4H14N2S, DFT wB97M-V/def2-TZVPD
N 1.947 -0.018 0.344
C 1.752 1.443 0.239
C 0.569 1.743 -0.661
N 0.513 3.199 -0.895
H 2.194 -0.365 -0.578
H 2.694 -0.251 0.988
H 1.596 1.878 1.229
H 2.649 1.900 -0.192
H 0.650 1.216 -1.611
H -0.365 1.428 -0.171
H -0.113 3.441 -1.648
H 0.213 3.707 -0.071
C -2.494 -2.080 -0.732
C -1.008 -1.836 -0.500
S -0.690 -1.282 1.211
H -3.057 -1.150 -0.599
H -2.934 -2.838 -0.084
H -2.619 -2.380 -1.777
H -0.652 -1.062 -1.185
H -0.443 -2.745 -0.745
H 0.506 -0.635 0.981
```

=====

The following is a quantum chemistry calculation of a cluster of 2 separate species, C4H14N3 in total, from the Open Molecules 2025 dataset.

Calculated values
Charge = +1
HOMO energy (spin up / spin down) = -13.9 / -13.9 eV
Spin multiplicity = 1
Calculated total energy = -8834.2842 eV

Geometry as XYZ:
```
21
C4H14N3, DFT wB97M-V/def2-TZVPD
C 2.274 -0.464 -0.690
C -1.816 0.241 1.771
C 0.985 0.449 -0.969
C -0.653 0.808 0.962
N 0.071 -1.353 0.180
N -1.518 0.043 -1.476
N -0.079 -0.090 -0.141
H 2.231 -1.477 -1.204
H 3.096 0.108 -1.045
H 2.457 -0.745 0.413
H -2.266 0.975 2.380
H -2.560 -0.134 1.128
H -1.558 -0.413 2.525
H 0.967 0.560 -2.079
H 1.379 1.436 -0.607
H 0.282 0.988 1.664
H -0.824 1.800 0.500
H 0.876 -1.877 -0.255
H -0.645 -1.730 0.703
H -1.797 1.014 -1.459
H -0.903 -0.135 -2.302
```

=====

Results for energy relative to the best compared isomer or geometry (same formula, charge and spin): 86.1; 166.3; 52.6; 0.0; 48.3; 44.7; 8.7; 132.3 (in kcal per mole, following the order of the records).
Results for max |F|: 1.9; 5.3; 5.6; 0.9; 6.9; 4.4; 1.4; 5.5 (in eV/Å, following the order of the records).